Here is a molecular structure, C42H53FeN7O8Te from the OMol25 dataset. Energies are from ωB97M-V/def2-TZVPD.

```
112
Properties=species:S:1:pos:R:3:forces:R:3
Fe -15.42674 -8.90516 -8.60205 0.703 -0.390 -0.560
C -15.40011 -11.49709 -6.03913 0.852 -1.067 1.047
C -14.44272 -10.55127 -5.34514 0.951 1.355 -0.328
N -13.95165 -9.50254 -6.31164 -0.463 0.025 0.841
C -13.23444 -8.42845 -5.58447 0.988 -0.193 -2.000
C -14.10015 -7.66906 -4.64844 -1.751 -0.060 1.580
N -15.40520 -7.33825 -5.16665 -1.277 0.222 -0.429
C -16.37204 -6.86008 -4.16071 -0.107 0.801 0.272
C -17.63092 -6.01989 -4.69782 1.496 -2.216 0.923
C -18.65694 -6.88475 -5.43496 1.903 1.992 -1.021
N -18.15724 -6.97793 -6.78948 1.557 2.093 0.700
C -18.61753 -7.97000 -7.65861 0.293 0.129 -1.562
C -18.20676 -9.35855 -7.23597 -0.743 -0.807 -2.065
N -16.78356 -9.56732 -7.02246 -0.166 1.385 1.969
C -16.74063 -10.87446 -6.30942 -0.935 0.038 1.051
H -15.43928 -12.43460 -5.36441 -0.533 1.330 -1.119
H -15.05736 -11.83713 -7.02409 0.451 0.064 0.272
H -13.54307 -11.00168 -4.86456 -0.565 -0.284 -0.329
H -14.94136 -10.00277 -4.52284 -0.074 -0.362 -0.450
H -13.35538 -9.97036 -6.97987 0.349 0.067 0.000
H -12.72094 -7.72784 -6.32868 -1.026 -0.832 0.724
H -12.40839 -8.82620 -5.00366 0.366 -0.308 0.311
H -13.55444 -6.81327 -4.29987 0.513 0.887 0.147
H -14.36733 -8.18659 -3.68787 0.718 -0.178 -0.747
H -15.37087 -6.75415 -5.99696 0.142 0.004 0.099
H -15.86654 -6.18453 -3.45324 0.111 0.227 -0.070
H -16.65523 -7.70031 -3.49449 -0.250 0.076 -0.582
H -17.17415 -5.25802 -5.30875 -0.356 0.556 -0.413
H -18.09675 -5.58679 -3.83054 -0.034 0.395 0.436
H -19.61328 -6.39288 -5.37836 -0.745 0.092 -0.158
H -18.69443 -7.80700 -4.93319 -0.283 -1.558 0.717
H -17.20954 -6.51644 -6.94188 -2.076 -1.175 -0.083
H -18.36771 -7.65174 -8.68604 0.588 -0.588 0.210
H -19.69462 -7.93564 -7.74400 -0.707 -0.151 0.388
H -18.42123 -10.09953 -8.03997 -0.556 0.451 0.477
H -18.85052 -9.57342 -6.37389 0.414 -0.416 0.242
H -16.47982 -8.77583 -6.38102 -0.045 -1.240 -0.279
H -17.25340 -11.60609 -6.92235 -0.327 0.091 -0.349
H -17.39856 -10.75440 -5.38308 0.995 -0.205 -0.727
O -15.18612 -12.88062 -9.68602 -0.043 1.054 -0.700
C -15.14177 -11.66819 -9.94148 -0.184 -0.329 2.430
O -15.67617 -10.77827 -9.12827 0.103 -0.684 -0.754
C -14.38124 -11.12105 -11.06787 1.311 -0.292 -2.195
C -13.69668 -12.02647 -11.90684 -0.485 -0.745 0.602
C -12.99805 -11.61475 -13.06374 -0.647 -1.188 0.787
C -13.01723 -10.28782 -13.44039 0.449 0.293 -0.269
C -13.64120 -9.37987 -12.62177 -0.270 -0.363 -0.186
C -14.24161 -9.70761 -11.35908 0.422 0.086 0.379
O -14.45160 -8.74564 -10.55971 -0.824 -0.208 0.819
N -13.64604 -7.97824 -13.03272 -0.821 -0.219 0.388
O -12.61078 -7.57190 -13.52276 -0.081 0.645 -0.208
O -14.68442 -7.33166 -12.87968 1.245 -0.420 -0.398
N -12.35928 -12.64523 -13.90569 0.189 1.013 -0.230
O -11.70415 -12.25143 -14.88548 -0.699 -0.626 0.996
O -12.50860 -13.81347 -13.58803 0.262 0.358 -0.357
H -13.73297 -13.12177 -11.60034 0.024 1.655 -0.581
H -12.49666 -9.98764 -14.34488 -0.185 0.096 0.137
C -24.08249 0.44668 -13.31258 0.597 -1.127 -0.139
C -23.02734 -0.31073 -12.51804 -0.357 0.584 -1.412
C -22.66696 0.01240 -11.25243 1.721 -0.952 2.579
C -21.69138 -0.80026 -10.52877 -0.160 0.475 0.180
C -21.32436 -0.41234 -9.10635 0.130 2.191 -1.232
C -21.02446 -1.89503 -11.11276 -1.256 0.684 -0.251
Te -19.77049 -3.27982 -9.92505 -0.183 1.026 -0.904
N -16.05163 -4.98929 -8.37143 -0.443 0.020 0.601
C -15.05391 -5.74433 -8.52076 1.343 -1.037 -0.108
O -14.96209 -7.03691 -8.21813 -0.585 0.818 0.052
C -13.79877 -5.11496 -9.06476 1.470 -0.467 -0.859
C -12.68906 -5.87997 -9.51550 -1.894 1.692 1.054
C -11.59939 -5.20467 -10.05851 -0.254 -2.241 0.110
C -11.47491 -3.85007 -10.19955 -0.276 -0.797 0.113
C -12.54205 -3.14834 -9.70743 0.269 1.727 -0.271
C -13.66207 -3.74586 -9.19734 -1.753 0.561 1.114
C -17.91299 -3.18585 -11.05383 -1.796 -0.175 0.624
C -17.27446 -4.41711 -11.20490 -0.859 0.932 0.528
C -17.79537 -5.70341 -10.60644 0.660 0.341 0.173
C -16.07889 -4.34800 -11.85794 1.261 -2.152 -0.716
C -15.47888 -3.22163 -12.36993 -1.257 1.276 0.706
C -14.10563 -3.24955 -12.91373 1.498 -0.484 -0.264
C -16.20645 -2.03239 -12.21293 -0.706 -0.329 0.030
C -17.46066 -1.97757 -11.57410 0.819 -0.709 0.787
C -18.16956 -0.67804 -11.26593 0.799 -0.192 -0.314
C -21.37848 -2.11083 -12.46027 0.659 -0.963 -0.215
C -20.67124 -3.24871 -13.21203 -0.458 1.166 0.796
C -22.36766 -1.36242 -13.11807 1.214 -1.367 -0.076
H -23.75579 1.35491 -13.80929 0.299 0.167 0.196
H -24.89854 0.65586 -12.65688 -0.759 0.332 0.245
H -24.40074 -0.24280 -14.10081 -0.297 0.254 0.057
H -23.11143 0.85609 -10.71133 0.123 -0.317 -0.250
H -21.89882 0.50859 -8.87812 0.404 -0.431 0.240
H -20.23967 -0.18368 -9.01215 -0.652 -0.094 -0.169
H -21.52936 -1.13927 -8.37911 -0.465 -1.148 0.912
H -12.79988 -6.92978 -9.33538 0.538 -0.561 -0.466
H -10.87775 -5.90176 -10.37975 1.330 -0.293 -0.595
H -10.60401 -3.43695 -10.68479 -0.032 0.284 0.131
H -12.48327 -2.07219 -9.74004 -0.249 0.292 0.013
H -14.49989 -3.13537 -8.80603 0.646 -0.193 -0.441
H -18.85079 -5.86304 -10.87089 0.477 -0.395 -0.196
H -17.71514 -5.65547 -9.50360 -0.289 0.166 -0.519
H -17.06181 -6.47617 -10.88613 -0.744 -0.211 -0.168
H -15.57830 -5.30413 -12.03168 0.168 0.216 0.199
H -14.05020 -3.43329 -13.99180 -0.272 0.168 -0.029
H -13.50056 -4.09177 -12.48638 -0.570 0.787 -0.085
H -13.58363 -2.29627 -12.71330 -0.164 -0.444 -0.063
H -15.86585 -1.10790 -12.61089 0.666 0.694 -0.279
H -17.52937 0.12719 -11.59881 0.142 0.403 -0.030
H -18.37662 -0.53518 -10.19221 0.047 -0.278 -0.428
H -19.08416 -0.62242 -11.83054 -0.442 0.193 -0.030
H -21.19765 -4.16403 -12.93099 0.402 -0.207 -0.378
H -19.61267 -3.26854 -12.94204 -0.230 -0.325 0.115
H -20.70283 -3.01251 -14.25882 -0.270 -0.369 -0.677
H -22.58056 -1.70602 -14.13511 -0.144 0.431 0.217
```
Positions in Å, forces in eV/Å.

Computed properties:
<S²>: 8.77
2S+1: 6
Lowest unoccupied orbital energy (alpha / beta) in eV: 2.02 / 1.99
Net charge: -1
HOMO (alpha / beta) in Eh: -0.209 / -0.209

Here is 8 unconnected molecules or ions with the total composition C42H54BF21N2O17P from the OMol25 dataset. Energies are from ωB97M-V/def2-TZVPD.

```
138
Properties=species:S:1:pos:R:3:forces:R:3
C -0.28867 -4.01970 1.71323 -0.173 0.166 0.093
C -0.99120 -4.94702 0.69655 -0.384 -0.457 0.088
B -2.48857 -4.53022 0.63726 -0.117 0.188 -0.145
O -3.42433 -5.09910 1.46454 0.740 0.918 0.032
C -3.03787 -3.37453 -0.35783 0.506 -1.043 0.607
N -2.62994 -2.16027 -0.06821 -0.031 0.594 -0.148
N -3.09660 -1.18772 -0.84009 -0.191 -0.851 0.021
C -3.93745 -1.41478 -1.82762 -0.457 0.868 -0.858
C -4.38328 -2.66728 -2.20242 -0.116 -0.316 0.760
P -5.54847 -2.88766 -3.62455 -0.044 -0.333 -1.161
O -6.08948 -1.37827 -3.88620 0.571 -0.014 0.729
O -6.76355 -3.59506 -2.79259 0.151 0.075 0.344
C -3.89610 -3.73145 -1.43659 -0.018 0.926 -0.230
C -4.26214 -5.13850 -1.72789 -0.003 -0.618 -0.475
C -3.72046 -5.68116 -3.10660 -0.152 0.394 0.156
C -2.56882 -4.90392 -3.68859 0.401 0.124 -0.481
C -1.34564 -4.80401 -3.02686 -0.067 0.156 -0.234
C -0.28949 -4.08899 -3.58431 -0.001 0.126 -0.047
C -0.42340 -3.46346 -4.82261 -0.547 -0.193 0.073
C -1.63195 -3.57225 -5.50656 0.223 -0.120 0.549
C -2.68399 -4.28481 -4.93685 -0.011 -0.093 0.012
H 0.78939 -4.03594 1.59579 0.109 -0.026 -0.098
H -0.50740 -4.34077 2.72831 -0.057 -0.055 0.081
H -0.62463 -2.98611 1.63432 0.107 0.120 -0.091
H -0.94714 -5.96292 1.09110 0.130 -0.147 -0.126
H -0.50924 -4.93766 -0.27564 0.216 0.173 0.015
H -3.96042 -4.42784 1.90368 -0.555 -0.201 -0.235
H -2.80609 -0.24304 -0.61675 0.214 -0.024 0.164
H -4.28619 -0.54425 -2.36716 0.219 0.209 0.035
H -6.20967 -0.87280 -3.06880 -0.474 0.155 -0.186
H -7.19889 -4.24431 -3.35640 -0.185 0.006 0.008
H -5.34729 -5.16826 -1.77342 -0.126 -0.098 0.107
H -3.97624 -5.84160 -0.95261 0.197 0.259 0.275
H -4.53538 -5.68855 -3.82509 -0.075 0.033 -0.115
H -3.44847 -6.72252 -2.95680 0.093 -0.083 0.051
H -1.21714 -5.30567 -2.07864 0.063 -0.066 0.035
H 0.64807 -4.01373 -3.05118 0.058 -0.060 0.041
H 0.37870 -2.89912 -5.27210 0.190 -0.006 0.111
H -1.73656 -3.09344 -6.46693 -0.132 -0.028 -0.138
H -3.61167 -4.38026 -5.48241 -0.083 0.021 -0.046
C -3.51281 -7.17976 3.38850 -0.088 -0.200 0.485
C -3.78291 -8.66749 3.32287 -0.151 0.248 -0.369
O -3.00414 -9.38595 4.29592 0.048 -0.140 0.028
C -3.50115 -9.41277 5.52623 -0.115 0.105 -0.284
O -4.51591 -8.90115 5.89241 -0.010 -0.009 0.157
C -2.58774 -10.25095 6.43760 0.187 -0.094 0.223
F -1.29940 -9.95427 6.23585 -0.018 0.019 -0.024
F -2.76038 -11.55308 6.18201 -0.034 0.005 -0.059
F -2.87148 -10.03235 7.71500 -0.059 0.030 -0.020
H -2.44648 -6.97681 3.28506 -0.006 -0.016 -0.138
H -4.04702 -6.65781 2.59947 0.035 -0.368 0.192
H -3.82974 -6.77358 4.35080 -0.056 -0.046 -0.010
H -3.48140 -9.06712 2.35629 0.141 -0.116 0.095
H -4.84155 -8.88796 3.45403 0.024 -0.024 0.185
C -5.32827 2.45871 3.67356 0.103 -0.183 -0.317
C -3.96223 2.88893 4.15980 -0.504 0.169 0.336
O -2.92265 2.15797 3.46349 0.224 -0.062 -0.001
C -2.57750 2.62292 2.27966 -0.272 0.152 0.333
O -3.02654 3.57058 1.70870 0.083 -0.037 -0.238
C -1.43110 1.77049 1.71059 0.448 -0.273 -0.190
F -1.64823 0.45225 1.85452 -0.220 -0.047 0.040
F -0.27888 2.05789 2.31453 -0.070 0.087 0.040
F -1.27060 1.98255 0.39495 -0.445 0.112 0.113
H -5.44226 1.37780 3.76992 -0.014 0.016 0.119
H -6.10655 2.94732 4.25253 0.003 0.012 0.043
H -5.46716 2.71329 2.62225 -0.009 0.113 0.034
H -3.83874 2.64806 5.21277 0.185 -0.156 -0.060
H -3.80954 3.95966 4.04667 0.109 -0.029 -0.206
C 1.49539 1.79731 -0.77743 0.438 -0.350 -0.320
C 1.89050 2.87225 -1.76473 -0.281 0.192 0.434
O 2.88022 2.38263 -2.69350 0.084 0.048 -0.166
C 2.41548 1.68771 -3.71858 -0.152 0.198 0.278
O 1.27125 1.42603 -3.94711 -0.002 -0.125 -0.137
C 3.58031 1.27562 -4.63358 0.361 -0.251 -0.311
F 4.61850 0.81925 -3.92447 -0.038 0.020 0.080
F 4.00110 2.32490 -5.35371 -0.044 0.033 0.168
F 3.21372 0.32027 -5.48070 -0.166 0.021 0.061
H 2.37732 1.40433 -0.26955 0.013 0.079 0.029
H 0.82113 2.19753 -0.03970 -0.022 0.168 0.124
H 1.01037 0.96204 -1.28477 -0.078 0.060 -0.003
H 2.35581 3.71043 -1.25152 0.194 -0.050 -0.099
H 1.02817 3.25722 -2.30718 0.040 -0.117 -0.155
C -10.69649 6.59866 5.23460 0.188 -0.209 -0.150
C -9.67829 7.32834 6.08218 -0.532 0.224 0.054
O -8.44624 6.58078 6.17541 0.171 -0.038 0.073
C -7.60590 6.71575 5.16439 -0.356 0.173 0.108
O -7.75594 7.38184 4.18517 0.160 -0.050 -0.128
C -6.33177 5.90051 5.44394 0.316 -0.139 0.076
F -6.61717 4.67932 5.92164 -0.056 0.001 -0.059
F -5.56688 6.51695 6.34924 -0.053 0.084 0.002
F -5.61011 5.74684 4.33222 -0.102 0.023 -0.011
H -10.85874 5.59056 5.61718 -0.066 0.043 0.080
H -11.64441 7.13453 5.24080 0.005 0.022 0.030
H -10.35633 6.50950 4.20309 -0.017 0.097 -0.011
H -10.03454 7.42921 7.10455 0.162 -0.121 0.067
H -9.47900 8.32853 5.70120 0.163 -0.065 -0.102
C 7.55772 2.03766 -3.26831 0.325 -0.022 -0.087
C 7.40606 1.43294 -1.89083 -0.490 0.232 -0.160
O 8.51266 0.57099 -1.56681 0.055 -0.123 0.077
C 9.60034 1.16881 -1.10250 -0.309 0.117 -0.090
O 9.75229 2.34065 -0.92972 0.152 0.028 0.069
C 10.65942 0.11016 -0.75238 0.343 -0.225 -0.039
F 10.76480 -0.81861 -1.70747 -0.086 0.030 -0.008
F 10.31796 -0.50467 0.38879 -0.062 0.009 0.047
F 11.85430 0.66463 -0.58640 -0.072 0.113 0.042
H 7.69362 1.25554 -4.01575 -0.116 -0.025 0.004
H 6.67146 2.61748 -3.52245 -0.020 -0.010 0.020
H 8.42703 2.69258 -3.32061 -0.041 0.058 0.082
H 6.52277 0.79848 -1.85293 0.117 -0.161 0.032
H 7.29402 2.20005 -1.12543 0.197 0.003 0.034
C 9.94144 1.78601 3.23537 -0.251 -0.175 -0.119
C 9.73138 1.89368 4.72900 0.496 0.232 -0.182
O 8.36654 1.58688 5.08229 -0.135 0.003 0.140
C 8.06770 0.30243 5.19503 0.327 0.211 -0.065
O 8.80516 -0.62272 5.03535 -0.109 -0.161 0.018
C 6.59474 0.15150 5.61454 -0.260 -0.061 0.018
F 5.79925 0.97072 4.91375 0.019 0.001 -0.015
F 6.45080 0.44732 6.91180 0.048 0.025 0.009
F 6.17285 -1.09445 5.42266 0.054 -0.023 -0.011
H 9.22640 2.41524 2.70374 0.071 0.098 0.022
H 10.95008 2.09854 2.96845 0.007 0.019 0.030
H 9.79576 0.76174 2.89244 0.092 -0.027 0.046
H 9.89776 2.91440 5.06569 -0.210 0.014 0.058
H 10.41607 1.25039 5.27943 -0.150 -0.158 0.013
C 3.44947 4.55230 -7.50326 0.096 0.143 -0.333
C 3.23384 5.84050 -6.73994 -0.172 -0.440 0.281
O 3.97397 6.92579 -7.32610 0.054 0.154 0.025
C 3.40245 7.52120 -8.36455 -0.097 -0.240 0.220
O 2.34810 7.24384 -8.85147 -0.027 0.097 -0.130
C 4.28756 8.68332 -8.84788 0.182 0.169 -0.174
F 5.57400 8.32486 -8.90078 -0.017 -0.022 0.016
F 4.17858 9.71958 -8.00614 -0.035 -0.028 0.052
F 3.91607 9.08569 -10.05675 -0.061 -0.030 0.011
H 4.51351 4.32600 -7.57746 -0.001 -0.040 0.110
H 2.94824 3.72765 -7.00292 -0.034 0.012 0.018
H 3.05975 4.62849 -8.51801 -0.080 0.023 0.034
H 3.60946 5.74662 -5.72257 0.148 0.145 -0.042
H 2.17722 6.09849 -6.67849 0.013 0.113 -0.162
```
Positions in Å, forces in eV/Å.

Computed properties:
Lowest unoccupied orbital energy in eV: -4.73
Net charge: +1
HOMO in Eh: -0.440

| no. | calculated total energy (eV) |
| --- | --- |
| 1 | -112900.7838 |
| 2 | -149247.9568 |